[1]
64
Properties=species:S:1:pos:R:3:forces:R:3 method="wB97M-V/def2-TZVPD" total_charge=+1 spin_multiplicity=3 e_tot_ev=-56720.9400 e_above_lowest_kj_mol=0.00 s_squared=2.02
O 1.5234 -6.2728 -4.6668 0.1 -0.9 -0.1
C 1.2535 -7.6001 -4.1334 -0.1 -0.2 0.2
C 2.1037 -8.3318 -5.1814 -0.2 1.1 0.2
H 0.1922 -7.8531 -4.1945 0.0 0.2 0.2
H 1.6398 -7.7123 -3.1171 -0.3 0.1 0.0
C 2.3380 -6.8815 -5.7155 0.5 -0.7 -0.6
H 1.5347 -8.9736 -5.8548 0.2 0.0 0.1
H 2.9980 -8.8097 -4.7801 -0.2 -0.1 -0.2
C 1.7650 -6.6677 -7.1022 -0.1 0.2 0.0
H 0.7304 -7.0244 -7.1727 0.2 0.1 0.1
H 2.3698 -7.2179 -7.8347 -0.1 0.1 0.1
H 1.7974 -5.6022 -7.3610 -0.1 -0.2 0.0
C 3.7825 -6.4354 -5.6379 0.0 0.2 0.0
H 4.2035 -6.6229 -4.6431 -0.1 0.1 -0.2
H 3.8496 -5.3634 -5.8611 0.1 -0.1 0.1
H 4.3782 -6.9824 -6.3788 -0.1 0.1 0.1
W 0.0151 0.3499 0.1770 0.1 1.8 0.9
C 1.6810 0.9804 1.5078 0.5 -0.7 0.8
C 0.8338 0.1981 2.3787 0.7 -0.2 -0.5
C 0.8950 -1.1548 1.9749 0.1 0.1 -0.2
H 0.3144 0.5217 3.2590 -0.2 0.1 -0.3
C 1.8852 -1.2567 0.9573 -0.2 0.3 -0.2
C 2.3368 0.0584 0.6287 0.1 -0.2 0.3
H 3.1510 0.3278 -0.0556 -0.6 -0.3 0.2
H 1.8715 2.0457 1.5802 -0.1 -0.3 0.0
H 0.3107 -1.9494 2.4392 0.4 0.2 -0.2
H 2.3310 -2.1846 0.6074 -0.5 0.2 -0.4
C -0.6998 2.3334 -0.9388 0.8 -1.1 -1.4
C 0.6270 1.9380 -1.3230 -1.2 0.6 -0.7
C 0.4690 0.7857 -2.1816 -0.4 -0.2 0.2
H 1.5311 2.5189 -1.1505 -0.3 -0.2 -0.2
C -0.9063 0.4118 -2.1727 0.2 -0.1 0.0
C -1.6158 1.2947 -1.3001 0.8 0.0 -0.2
H -2.6637 1.2504 -1.0259 0.1 0.1 -0.3
H -0.9739 3.3011 -0.6266 -0.1 0.2 0.9
H 1.2450 0.4016 -2.8508 -0.3 -0.1 0.6
H -1.3913 -0.3392 -2.8029 0.5 0.0 0.6
O 0.0156 -2.0530 -1.1017 0.0 0.3 0.2
C 1.0413 -2.3840 -2.0712 -0.1 0.3 -0.3
C 1.1946 -3.8861 -2.0164 0.2 -0.3 0.5
H 1.9610 -1.8382 -1.8223 -0.2 -0.1 0.0
H 0.7001 -2.0328 -3.0540 0.0 -0.1 0.1
C -0.1975 -4.3482 -1.5662 -0.1 0.1 -0.6
H 1.9331 -4.1298 -1.2367 -0.1 -0.1 -0.2
H 1.5161 -4.3292 -2.9613 -0.1 0.0 0.1
C -0.6126 -3.2584 -0.6021 0.2 0.0 0.4
H -0.2101 -5.3447 -1.1262 0.0 0.1 0.0
H -0.8724 -4.3308 -2.4338 0.1 -0.2 0.2
H -0.2278 -3.4529 0.4101 -0.1 0.0 -0.1
H -1.6923 -3.0894 -0.5453 0.2 0.0 0.0
F -1.9160 1.5446 4.0980 0.5 0.6 0.0
C -1.1216 2.6068 3.8393 -0.4 0.5 0.0
F -1.5328 3.6668 4.5761 0.3 -1.0 -0.5
F 0.1322 2.2801 4.2449 -0.9 0.2 -0.1
C -1.1815 2.9405 2.2713 -0.1 0.4 0.2
O -0.7340 1.9401 1.5334 0.3 -2.0 -1.0
C -2.7395 3.1337 1.8513 0.4 0.5 0.6
F -3.4238 4.0194 2.6064 0.6 -0.8 -0.7
F -2.7907 3.5456 0.5576 -0.2 -0.1 0.8
F -3.3615 1.9280 1.9187 0.5 1.1 -0.1
C -0.1472 4.1757 2.0170 -0.7 0.2 0.4
F -0.6208 5.3579 2.4502 0.4 -0.8 -0.3
F 1.0381 3.9125 2.6412 -1.0 0.4 -0.6
F 0.1584 4.2953 0.6997 -0.2 0.2 0.9

***

[2]
22
Properties=species:S:1:pos:R:3:forces:R:3 method="wB97M-V/def2-TZVPD" e_tot_ev=-10436.7187 e_above_lowest_kj_mol=415.79
C -0.0681 1.4033 -1.6379 -1.4 -2.2 -0.4
C 1.9744 -0.2262 0.2186 0.0 0.0 -0.4
C 0.5850 0.1975 0.6203 -0.6 -0.7 1.9
O -0.6169 2.5515 -0.9980 0.0 0.1 0.8
N 0.3361 1.1188 1.4819 -0.1 -0.8 -1.3
H -0.4361 2.4491 -0.0435 -0.2 0.1 -0.6
H 1.1814 1.6459 1.7025 0.0 -0.2 0.0
H -0.5486 1.3156 -2.6218 0.1 0.4 0.0
H 0.9950 1.5704 -1.8510 0.1 -0.3 0.2
H 2.6970 0.5495 0.4746 -0.2 0.0 0.0
H 2.2730 -1.1413 0.7399 -0.2 0.1 0.0
H 2.0566 -0.4004 -0.8542 -0.1 -0.1 0.0
C -0.3028 -2.0925 0.0796 0.3 0.4 0.0
C -1.8447 -0.3216 0.7491 0.5 0.1 -0.2
N -0.5376 -0.6347 0.1240 0.2 -0.7 2.0
H -0.4848 0.1482 -1.0346 1.5 3.6 -2.1
H -2.6201 -0.9381 0.2915 0.2 0.0 -0.1
H -0.1068 -2.4868 1.0792 0.0 -0.1 0.0
H 0.5403 -2.3137 -0.5741 0.0 0.0 0.1
H -1.1788 -2.6003 -0.3260 0.0 0.2 0.0
H -1.8187 -0.5203 1.8205 -0.1 0.1 0.1
H -2.0749 0.7261 0.5594 0.0 -0.1 0.1

***

[3]
5
Properties=species:S:1:pos:R:3:forces:R:3 method="wB97M-V/def2-TZVPD" e_tot_ev=-150420.4218 e_above_lowest_kj_mol=447.03
C 2.4072 1.4934 -3.2276 0.1 -0.2 0.0
P -0.3431 0.9221 0.5042 -0.6 0.0 0.6
Br 1.4604 1.7619 -1.5728 0.9 -0.3 -0.9
Br 3.3661 -0.1607 -3.3534 -0.6 0.7 0.4
H -0.8601 2.0792 1.1840 0.2 -0.2 -0.2